(1)
The following is a quantum chemistry calculation of C22H31NOPbS9Sb as an isolated structure, from the Open Molecules 2025 dataset.

Summary:
- LUMO level: -0.122 hartree
- Calculated total energy: -136152.76284 eV
- Orbital gap: 7.004 eV
- Net charge: +1
- Energy relative to the best compared isomer or geometry (same formula, charge and spin): 88.1 kJ/mol

Atoms and positions in Å:
Pb (0.2753, 0.1175, 0.8830)
C (3.9845, 0.3577, 2.0778)
C (4.3597, 0.1189, 0.6205)
S (3.0010, 0.2704, -0.5754)
C (3.1670, -1.2581, -1.5309)
C (3.0985, -2.5827, -0.7751)
S (1.5927, -2.7984, 0.1982)
C (2.2316, -3.2676, 1.8234)
C (3.2104, -2.3240, 2.5172)
S (2.6344, -0.6229, 2.7627)
H (3.6532, 1.3860, 2.2311)
H (4.8760, 0.2167, 2.6917)
H (4.8007, -0.8674, 0.4876)
H (5.1235, 0.8456, 0.3425)
H (4.1142, -1.2080, -2.0716)
H (2.3766, -1.2012, -2.2820)
H (3.9597, -2.6946, -0.1182)
H (3.1621, -3.3889, -1.5071)
H (2.6989, -4.2507, 1.7413)
H (1.3368, -3.4009, 2.4347)
H (4.1625, -2.2917, 1.9888)
H (3.4240, -2.7407, 3.5028)
O (-0.0549, 4.1968, 6.8454)
C (-0.1926, 3.6331, 5.8042)
S (0.9492, 3.8379, 4.4383)
C (0.2520, 2.6678, 3.3652)
C (-0.8491, 2.0118, 3.8458)
S (-1.7966, 0.9341, 2.9166)
S (-1.4023, 2.3888, 5.4740)
S (1.0676, 2.5677, 1.8338)
S (-1.1596, -1.0416, 3.5345)
C (-2.2725, -1.8395, 2.4295)
N (-2.2678, -1.6055, 1.1579)
C (-3.2386, -2.3793, 0.5346)
C (-3.5143, -2.3661, -0.8352)
C (-4.4877, -3.2077, -1.3189)
C (-5.1919, -4.0656, -0.4574)
C (-4.9354, -4.0885, 0.8945)
C (-3.9513, -3.2281, 1.3873)
S (-3.4204, -2.9911, 3.0145)
H (-2.9638, -1.7041, -1.4885)
H (-4.7162, -3.2140, -2.3758)
H (-5.9515, -4.7185, -0.8647)
H (-5.4837, -4.7497, 1.5506)
C (-2.8503, 3.6938, -1.1585)
C (-2.3680, 2.7979, -2.2947)
Sb (-0.5672, 1.7953, -1.7808)
C (0.7853, 3.4261, -2.0561)
C (0.8851, 3.9198, -3.4947)
C (-0.1339, 0.6684, -3.5464)
C (-0.5296, -0.8001, -3.4406)
H (-3.7269, 4.2693, -1.4575)
H (-2.0859, 4.4092, -0.8498)
H (-3.1257, 3.1090, -0.2792)
H (-2.1581, 3.3659, -3.2018)
H (-3.1086, 2.0389, -2.5489)
H (1.7562, 3.1090, -1.6718)
H (0.4305, 4.2135, -1.3888)
H (1.2654, 3.1510, -4.1677)
H (1.5619, 4.7725, -3.5639)
H (-0.0806, 4.2475, -3.8823)
H (0.9399, 0.7766, -3.7155)
H (-0.6321, 1.1525, -4.3875)
H (-0.1341, -1.2751, -2.5369)
H (-0.1719, -1.3757, -4.2959)
H (-1.6133, -0.9192, -3.4095)

Cartesian forces (eV/Å) of the 6 atoms listed first:
Pb 0.0 0.0 0.0
C 0.1 0.1 0.0
C 0.1 0.0 0.0
S -0.1 0.1 0.1
C 0.1 -0.1 -0.1
C 0.1 0.1 -0.1

(2)
The following is a quantum chemistry calculation of C15H36LaN7O10P3Te as an isolated structure at a distorted geometry, from the Open Molecules 2025 dataset.

Summary:
- LUMO level: -0.081 hartree
- Calculated total energy: -83071.33186 eV
- Orbital gap: 7.872 eV
- Net charge: +1

Atoms and positions in Å:
La (-0.5233, 1.3510, -1.1065)
C (-1.2472, 1.5832, 3.5262)
C (0.1779, 1.4089, 3.0419)
O (0.9704, 1.2946, 4.1736)
P (0.7925, 2.8070, 2.0197)
O (0.3575, 3.9943, 2.9607)
O (2.3960, 2.6855, 2.0651)
O (0.3120, 2.9134, 0.6254)
P (0.3952, -0.0824, 1.9245)
O (0.1947, -1.3760, 2.9081)
O (1.7891, 0.0748, 1.3359)
O (-0.7769, -0.0553, 0.9593)
H (-1.1829, 2.1149, 4.4872)
H (-1.6251, 0.5749, 3.7562)
H (-1.9368, 2.1100, 2.8519)
H (1.9225, 1.2021, 3.9990)
H (0.8428, 4.8619, 2.7618)
H (2.5688, 1.9341, 1.4289)
H (1.0403, -1.8858, 3.1323)
C (3.3877, -2.4068, -1.6662)
N (2.1179, -2.6491, -2.3713)
C (2.2988, -3.2449, -3.6739)
C (1.0960, -1.7420, -2.2539)
N (1.1272, -0.5840, -1.6626)
N (-0.0340, -2.1642, -2.9021)
C (-1.2409, -1.4568, -3.0079)
N (-2.2254, -2.2349, -3.5630)
N (-1.4477, -0.2408, -2.6640)
H (4.0752, -3.2599, -1.8355)
H (3.1913, -2.2719, -0.5639)
H (3.8595, -1.5104, -1.9977)
H (2.4951, -2.4778, -4.4677)
H (1.4816, -3.8599, -3.9785)
H (3.1946, -3.9061, -3.5924)
H (2.0409, -0.4062, -1.2712)
H (-0.0351, -3.1746, -2.9666)
H (-1.8421, -3.0181, -4.1417)
H (-3.0279, -1.7893, -4.0210)
H (-2.3622, 0.0764, -2.9894)
C (-4.5840, 3.5530, -5.8871)
C (-3.6954, 4.3198, -4.9679)
O (-3.0363, 3.3979, -4.0625)
P (-2.3229, 3.7349, -2.6805)
O (-2.4313, 2.3463, -2.0161)
Te (0.0178, 4.0126, -3.1150)
O (-3.2748, 4.8685, -2.1178)
C (-3.3981, 5.3371, -0.7530)
C (-4.8439, 5.0418, -0.3895)
H (-5.2705, 4.1824, -6.4732)
H (-5.1173, 2.7429, -5.3626)
H (-3.9500, 3.1316, -6.6490)
H (-4.3090, 5.0217, -4.3505)
H (-3.0094, 4.9325, -5.5308)
H (-3.1379, 6.4269, -0.7796)
H (-2.6692, 4.8255, -0.1112)
H (-5.4694, 5.7012, -0.9868)
H (-4.9596, 5.2658, 0.6565)
H (-5.0435, 3.9629, -0.3920)
C (4.8891, -4.4848, 6.0238)
C (3.8614, -4.4046, 4.9647)
C (2.7352, -5.2235, 4.7173)
C (2.1559, -4.6144, 3.5653)
N (2.6602, -3.3895, 3.3612)
N (3.7378, -3.3015, 4.1095)
C (1.0521, -4.9919, 2.6834)
H (5.5027, -3.5805, 6.1569)
H (5.6248, -5.3190, 5.7718)
H (4.4811, -4.7149, 7.0114)
H (2.5723, -6.2707, 5.1203)
H (4.3558, -2.5061, 4.0645)
H (0.1591, -5.3912, 3.1424)
H (1.3343, -5.7452, 1.9277)
H (0.7647, -4.0569, 2.0881)

Cartesian forces (eV/Å) of the 6 atoms listed first:
La 0.9 0.3 1.2
C -0.3 -0.3 0.7
C 0.0 -0.6 -1.7
O 0.9 0.0 1.2
P 0.7 -0.6 1.8
O 1.6 2.2 -0.7